The following is a quantum chemistry calculation of a molecular structure, C11H26B2F2N3O14Tl2 at a distorted geometry, from the Open Molecules 2025 dataset.

The calculation puts the HOMO-LUMO gap at 0.07955 Ha. The energy above the lowest of the compared OMol25 structures with the same formula, charge and spin is 134.1 kcal/mol. The value obtained for the total energy is -2244.73187 Ha. Its net charge is +3. The value obtained for the lowest unoccupied orbital energy is -16.009 eV. As for the HOMO energy: -18.2 eV.

Element x y z (Å)
F -2.692 -5.534 -17.928
C 7.028 2.000 -16.163
H 6.920 3.011 -15.772
O 7.314 -2.909 -18.320
H 3.460 -1.048 -15.365
C 0.226 -3.068 -20.193
B 3.782 -1.846 -18.360
O 0.542 -1.098 -18.959
H 2.978 -2.482 -18.024
H 3.388 -6.100 -20.661
O 4.004 -1.664 -23.068
O 4.991 -1.355 -25.029
H 4.593 -2.412 -18.792
N -0.042 -1.599 -19.840
B 2.761 -1.788 -15.008
N 4.992 -4.916 -19.910
H 3.370 -1.136 -19.061
C 4.704 -0.958 -23.941
O 6.123 -4.866 -20.324
H -1.322 -6.861 -15.476
H 4.307 -1.370 -21.053
C 0.178 -5.057 -17.332
C 3.797 -0.940 -21.914
H 1.756 -1.455 -15.216
N 7.599 -2.442 -19.487
C 5.738 1.202 -16.455
H 1.010 -3.569 -19.626
O -0.825 -1.002 -20.573
C 3.926 -5.197 -20.950
H 9.267 -2.172 -20.734
H -0.699 -3.638 -20.107
H 9.630 -3.000 -19.241
O 5.068 0.225 -23.447
H 4.971 0.612 -21.372
C -1.524 -5.982 -16.087
O 5.496 0.180 -15.828
O 4.711 -4.783 -18.705
F 2.510 -0.833 -21.681
H 4.168 -1.346 -17.486
H 7.698 1.499 -15.464
H -2.291 -5.462 -15.514
O -0.448 -5.067 -16.098
O -0.443 -6.037 -18.108
H -2.010 -7.391 -17.829
H 3.455 1.205 -22.224
O 6.970 -1.597 -20.065
H 0.691 -3.152 -21.175
Tl 5.392 -3.095 -16.038
O 1.212 -4.446 -17.639
H 2.894 -2.728 -15.522
C 4.290 0.504 -22.217
H 3.301 -4.317 -20.797
O 4.971 1.534 -17.336
H 4.331 -5.253 -21.961
H 8.824 -3.903 -20.513
C -1.728 -6.365 -17.589
C 8.892 -2.924 -20.039
Tl 2.172 0.554 -17.138
H 2.879 -2.006 -13.958
H 7.591 2.132 -17.087